# 1
153
Properties=species:S:1:pos:R:3:mulliken_charge:R:1 method="wB97M-V/def2-TZVPD" multiplicity=1 homo_energy_ev=-5.49 charge=0 gap_ev=4.26
Ca 0.997 0.913 3.184 1.558
Ca -2.239 0.136 2.512 1.390
Ca -0.825 -2.418 -0.761 0.848
P -1.191 1.343 4.846 0.335
O -2.202 1.831 3.791 -0.573
O -0.810 -0.021 4.196 -0.576
O -1.579 1.411 6.314 -1.010
O 0.137 2.179 4.772 -0.590
P -0.014 -0.341 0.851 2.725
O -0.483 0.983 1.479 -1.965
O 0.230 -0.500 -0.661 0.150
O -1.244 -1.264 1.085 -0.271
O 1.188 -0.739 1.747 -1.727
C -4.049 2.279 -1.149 -0.408
C -3.841 3.384 -0.117 -0.795
C -3.254 2.655 1.109 -0.157
O -3.411 1.236 0.822 0.093
C -3.327 1.081 -0.580 0.129
H -3.578 2.511 -2.111 0.227
H -5.109 2.090 -1.315 0.304
H -4.747 3.929 0.141 0.295
H -3.114 4.128 -0.448 0.264
H -3.821 2.801 2.023 0.664
H -2.201 2.876 1.277 -0.511
H -3.825 0.146 -0.872 0.409
H -2.292 0.972 -0.937 -0.735
C 3.606 0.137 -3.461 0.086
C 4.656 1.149 -3.924 -0.612
C 4.580 2.258 -2.862 -0.510
O 4.176 1.614 -1.675 -0.396
C 3.285 0.557 -2.010 1.635
H 3.974 -0.882 -3.558 0.238
H 2.714 0.280 -4.075 -0.156
H 4.504 1.594 -4.908 0.317
H 5.662 0.727 -3.914 0.270
H 3.866 3.042 -3.148 0.159
H 5.553 2.727 -2.721 0.440
H 2.229 0.816 -1.890 -0.952
H 3.455 -0.229 -1.272 -0.439
C 0.507 -6.240 1.581 -0.751
C 1.590 -5.290 2.118 -0.704
C 1.083 -3.900 1.747 -0.080
O 0.142 -4.107 0.667 0.705
C -0.543 -5.340 0.928 -0.638
H 0.116 -6.879 2.370 0.380
H 0.898 -6.875 0.786 0.247
H 2.559 -5.520 1.678 0.310
H 1.680 -5.390 3.198 0.423
H 1.833 -3.144 1.519 -0.142
H 0.503 -3.430 2.548 -0.060
H -0.863 -5.767 -0.025 0.364
H -1.429 -5.133 1.536 0.246
C 0.814 4.674 0.785 -0.373
C 1.987 4.085 0.014 -0.621
C 2.006 2.651 0.520 0.059
O 1.693 2.781 1.929 0.503
C 0.941 3.973 2.140 -0.514
H -0.131 4.408 0.302 -0.233
H 0.865 5.761 0.825 0.516
H 2.889 4.622 0.317 0.381
H 1.888 4.167 -1.070 0.223
H 2.999 2.213 0.432 0.066
H 1.262 1.994 0.066 -0.516
H 1.471 4.623 2.840 0.591
H -0.065 3.784 2.517 -0.090
C -5.460 -3.026 1.814 -1.536
C -4.614 -1.729 1.684 0.137
N -4.286 -1.118 3.001 0.693
C -3.694 -2.043 3.976 -0.820
C -2.526 -2.892 3.479 -0.493
C -5.510 -0.556 3.586 -0.818
C -5.258 0.296 4.831 -1.361
H -4.929 -3.813 2.343 0.272
H -5.656 -3.409 0.808 0.480
H -6.413 -2.822 2.294 0.346
H -3.682 -2.057 1.211 -0.684
H -5.071 -1.022 0.995 0.472
H -3.367 -1.484 4.854 0.346
H -4.452 -2.750 4.345 0.523
H -2.297 -3.617 4.267 0.576
H -2.710 -3.526 2.608 -0.209
H -1.605 -2.333 3.316 -0.102
H -6.279 -1.313 3.778 0.270
H -5.954 0.097 2.827 0.445
H -4.481 1.053 4.711 0.249
H -5.041 -0.277 5.732 0.344
H -6.196 0.826 5.023 0.457
C 3.451 2.815 4.934 -1.337
C 3.540 1.317 5.177 -0.816
N 3.251 0.524 3.957 1.217
C 4.353 0.800 3.007 -1.050
C 4.326 -0.042 1.739 -0.971
C 3.197 -0.907 4.252 -0.377
C 2.233 -1.299 5.376 -1.703
H 4.219 3.233 4.266 0.373
H 3.712 3.413 5.813 0.480
H 2.492 3.153 4.546 0.126
H 4.528 1.029 5.556 0.436
H 2.770 1.146 5.929 0.335
H 4.291 1.841 2.696 0.352
H 5.305 0.676 3.542 0.461
H 4.527 -1.097 1.948 0.498
H 3.338 -0.042 1.274 -0.196
H 5.028 0.265 0.963 0.483
H 4.179 -1.298 4.567 0.420
H 2.905 -1.441 3.349 0.088
H 2.109 -2.383 5.373 0.398
H 1.229 -0.862 5.360 0.258
H 2.633 -0.989 6.344 0.452
C -0.401 2.295 -2.963 -0.899
C 0.234 2.723 -4.282 -0.650
N -0.754 3.170 -5.252 0.287
C -0.151 3.231 -6.589 -0.385
C -0.057 1.842 -7.215 -1.199
C -1.352 4.442 -4.875 -0.152
C -2.616 4.787 -5.636 -1.477
H -0.965 3.087 -2.463 0.291
H 0.259 1.755 -2.286 0.278
H -1.244 1.617 -3.164 0.079
H 1.002 3.481 -4.063 0.315
H 0.741 1.837 -4.666 0.024
H -0.817 3.796 -7.241 0.357
H 0.806 3.770 -6.543 0.331
H 0.436 1.083 -6.609 0.197
H -1.071 1.485 -7.395 0.300
H 0.472 1.918 -8.167 0.399
H -0.593 5.237 -4.968 0.305
H -1.657 4.455 -3.826 0.195
H -3.381 4.011 -5.619 0.323
H -2.455 5.019 -6.694 0.394
H -3.022 5.709 -5.213 0.434
C -0.952 -1.307 -3.792 -0.174
C -0.711 -2.815 -3.788 -1.211
N 0.211 -3.270 -2.716 1.513
C 1.516 -2.591 -2.842 -0.009
C 2.549 -3.050 -1.828 -1.918
C 0.299 -4.742 -2.697 -0.552
C 0.943 -5.389 -3.923 -1.520
H -1.224 -0.900 -2.814 -0.370
H -1.710 -1.006 -4.514 0.695
H -0.036 -0.818 -4.123 0.177
H -1.623 -3.388 -3.574 0.389
H -0.381 -3.142 -4.779 0.321
H 1.387 -1.516 -2.724 -0.610
H 1.884 -2.761 -3.864 0.636
H 3.458 -2.460 -1.870 0.518
H 2.824 -4.097 -1.978 0.427
H 2.113 -3.010 -0.825 0.403
H 0.921 -5.014 -1.844 0.000
H -0.688 -5.175 -2.524 0.479
H 1.175 -6.432 -3.709 0.466
H 0.284 -5.398 -4.794 0.377
H 1.867 -4.911 -4.247 0.258

# 2
48
Properties=species:S:1:pos:R:3:mulliken_charge:R:1 method="wB97M-V/def2-TZVPD" s_squared=0.79 multiplicity=2 homo_energy_ev="-8.64 / -8.68" charge=0 de_lowest_kj_mol=29.4 gap_ev="6.14 / 6.10"
Mn 0.212 -0.277 0.277 -0.220
O -1.339 3.321 -0.665 -0.685
C -0.955 2.296 -0.151 0.201
N -0.432 1.189 -0.786 0.424
C -0.006 1.161 -2.075 0.936
C 0.025 2.215 -3.013 -1.086
C 0.388 1.927 -4.299 -0.548
C 0.716 0.609 -4.709 -0.587
C 0.708 -0.433 -3.826 -0.709
C 0.391 -0.161 -2.477 0.120
N 0.320 -1.042 -1.455 0.786
C -0.083 -2.365 -1.622 -0.330
O 0.151 -3.095 -2.546 -0.619
C -1.029 -2.719 -0.501 1.005
C -1.641 -3.954 -0.432 -0.968
C -2.560 -4.173 0.582 -0.316
C -2.830 -3.150 1.479 -0.900
C -2.160 -1.947 1.348 0.013
N -1.276 -1.734 0.375 0.396
C -1.019 2.067 1.333 0.482
C -1.467 3.048 2.193 -0.713
C -1.416 2.798 3.554 -0.475
C -0.922 1.583 3.999 -0.884
C -0.502 0.645 3.071 -0.225
N -0.560 0.886 1.763 0.724
H -0.246 3.212 -2.707 0.475
H 0.419 2.724 -5.030 0.424
H 0.997 0.433 -5.739 0.412
H 0.981 -1.436 -4.116 0.533
H -1.386 -4.703 -1.167 0.512
H -3.060 -5.127 0.672 0.438
H -3.544 -3.280 2.279 0.433
H -2.324 -1.132 2.039 0.462
H -1.820 3.982 1.780 0.532
H -1.743 3.549 4.261 0.427
H -0.844 1.360 5.053 0.445
H -0.077 -0.308 3.359 0.497
O 2.316 -2.947 2.373 -0.689
N 1.727 -2.460 1.437 0.902
O 1.738 -2.896 0.293 -0.545
O 0.990 -1.397 1.686 -0.517
Cl 3.722 2.610 -1.415 -0.171
C 3.866 1.856 0.193 -0.118
Cl 4.911 0.434 0.144 -0.158
C 2.456 1.512 0.694 0.438
O 1.968 2.204 1.571 -0.615
O 1.926 0.524 0.073 -0.315
H 4.316 2.589 0.852 0.377

# 3
14
Properties=species:S:1:pos:R:3:mulliken_charge:R:1 method="wB97M-V/def2-TZVPD" multiplicity=1 homo_energy_ev=-8.31 charge=0 de_lowest_kj_mol=462.0 gap_ev=9.12 smiles="NOC=O.CN"
C 1.245 0.723 0.367 -0.859
N 2.241 -0.257 0.027 -0.404
H 2.549 -0.795 0.833 0.182
H 2.591 -0.171 -0.925 0.203
H 1.108 1.488 -0.400 0.294
H 1.528 1.271 1.272 0.341
H 0.145 0.295 0.626 0.326
N -2.426 -0.230 0.711 -0.455
C -0.601 -0.618 -0.917 0.146
O -1.463 0.407 -0.176 -0.243
O -0.680 -1.809 -0.714 -0.433
H -2.931 0.559 1.109 0.257
H -3.043 -0.698 0.042 0.248
H -0.262 -0.164 -1.856 0.398

# 4
15
Properties=species:S:1:pos:R:3:mulliken_charge:R:1 method="wB97M-V/def2-TZVPD" multiplicity=1 homo_energy_ev=-3.31 charge=-1 de_lowest_kj_mol=280.9 gap_ev=6.83
C 0.123 -0.378 -0.660 -0.620
C 0.777 -0.410 2.802 0.200
C 1.429 -0.620 0.114 -0.437
C 0.515 -0.686 1.409 0.499
C -2.058 -0.043 0.676 -0.617
N -0.570 -0.294 0.642 0.168
O 1.091 0.756 2.672 -0.600
O 0.635 -1.169 3.690 -0.647
S -2.749 -0.297 -0.963 -0.596
H 0.110 0.469 -1.369 0.326
H 2.104 -1.456 -0.217 0.265
H 2.170 0.215 0.072 0.236
H -2.294 1.057 0.901 0.190
H -2.525 -0.601 1.398 0.370
H -0.075 -1.347 -1.181 0.263

# 5
120
Properties=species:S:1:pos:R:3:mulliken_charge:R:1 method="wB97M-V/def2-TZVPD" multiplicity=1 homo_energy_ev=-5.39 charge=0 de_lowest_kj_mol=73.1 gap_ev=5.30
Bi -0.526 -0.542 -1.095 0.737
O -0.856 1.199 4.148 -0.692
C -0.891 0.541 2.972 0.678
O -0.815 1.148 1.925 0.534
C -1.064 -0.932 3.093 -0.015
C -1.644 -1.431 4.241 -1.375
C -1.937 -2.821 4.264 -0.736
C -1.647 -3.584 3.186 -1.682
C -1.000 -2.991 2.025 -0.166
N -0.698 -1.633 2.016 0.637
C -0.764 -3.747 0.925 -0.657
O -1.207 -5.055 0.798 -0.661
O -0.070 -3.266 -0.191 1.526
H -0.714 2.135 3.956 0.445
H -1.869 -0.788 5.076 0.540
H -2.388 -3.259 5.147 0.419
H -1.869 -4.641 3.161 0.448
H -0.463 -5.639 0.620 0.370
C 2.697 -2.287 -0.347 0.196
Si 1.473 -3.665 -0.632 0.212
C 2.071 -5.165 0.339 -1.577
C 1.208 -4.166 -2.434 0.675
C 2.063 -5.154 -2.938 -0.890
C 1.837 -5.767 -4.159 -0.946
C 0.735 -5.394 -4.909 -0.831
C -0.092 -4.382 -4.452 -1.278
C 0.117 -3.745 -3.223 0.808
Si -1.217 -2.453 -2.785 1.824
C -1.648 -1.568 -4.409 -1.730
C -2.721 -3.446 -2.245 -1.410
H 3.695 -2.588 -0.676 0.481
H 2.745 -2.055 0.720 0.152
H 2.450 -1.365 -0.875 -0.523
H 3.160 -5.213 0.389 0.457
H 1.721 -6.103 -0.098 0.367
H 1.710 -5.098 1.369 0.386
H 2.912 -5.472 -2.343 0.439
H 2.502 -6.546 -4.510 0.405
H 0.512 -5.898 -5.841 0.415
H -0.939 -4.088 -5.063 0.333
H -2.317 -2.157 -5.039 0.546
H -0.756 -1.338 -4.995 0.391
H -2.152 -0.623 -4.193 0.351
H -2.996 -4.160 -3.025 0.500
H -3.581 -2.800 -2.057 0.364
H -2.504 -4.012 -1.337 0.281
C 1.863 1.204 -4.695 -2.326
C 0.918 0.828 -3.595 0.246
N 1.040 -0.268 -2.927 1.769
O 2.074 -1.102 -3.333 -0.854
C -0.189 1.690 -3.254 -0.128
C -0.429 3.017 -3.898 -1.760
N -1.067 1.287 -2.358 1.107
O -2.044 2.037 -2.079 -0.900
H 2.603 0.423 -4.830 0.442
H 2.381 2.130 -4.441 0.423
H 1.319 1.358 -5.627 0.480
H 1.740 -2.009 -3.205 0.153
H 0.330 3.274 -4.630 0.535
H -0.458 3.787 -3.123 0.278
H -1.412 3.023 -4.372 0.321
C -2.505 3.965 1.490 -0.337
C -3.462 3.052 2.254 -0.288
N -4.804 3.019 1.682 0.315
C -5.627 4.220 1.808 -0.868
C -5.666 5.048 0.529 -1.090
C -5.379 1.937 1.107 0.083
O -6.542 1.928 0.728 -0.661
C -4.555 0.689 0.951 0.491
C -5.011 -0.497 1.510 -0.859
C -4.304 -1.663 1.276 -1.829
C -3.183 -1.613 0.469 -0.052
N -2.759 -0.476 -0.093 0.323
C -3.422 0.658 0.158 -0.008
H -1.476 3.777 1.804 -0.315
H -2.732 5.017 1.668 0.457
H -2.565 3.766 0.418 0.328
H -3.550 3.391 3.290 0.458
H -3.063 2.041 2.271 -0.363
H -5.235 4.807 2.640 0.408
H -6.640 3.899 2.049 0.464
H -4.671 5.391 0.246 0.269
H -6.309 5.918 0.671 0.395
H -6.072 4.448 -0.284 0.305
H -5.908 -0.497 2.114 0.533
H -4.612 -2.605 1.706 0.534
H -2.596 -2.504 0.284 0.671
H -3.051 1.544 -0.336 0.460
C 1.309 5.509 2.027 -0.581
C 1.111 5.050 0.731 -0.764
C 1.377 3.727 0.418 -0.205
C 1.865 2.850 1.385 0.698
C 2.053 3.315 2.681 -0.350
C 1.777 4.638 3.000 -0.712
As 2.117 0.978 0.845 0.903
C 3.227 0.362 2.319 -0.329
C 2.787 -0.190 3.513 -0.237
C 3.707 -0.674 4.434 -0.719
C 5.066 -0.619 4.150 -0.822
C 5.511 -0.082 2.951 -0.607
C 4.596 0.409 2.025 0.461
C 4.926 0.982 0.707 0.265
C 6.204 1.179 0.193 -0.486
C 6.364 1.723 -1.072 -0.857
C 5.256 2.069 -1.836 -0.753
C 3.980 1.873 -1.328 -0.706
C 3.814 1.343 -0.059 0.521
H 1.082 6.537 2.280 0.384
H 0.732 5.723 -0.028 0.437
H 1.189 3.361 -0.588 0.116
H 2.414 2.640 3.448 0.438
H 1.922 4.990 4.014 0.423
H 1.726 -0.256 3.728 0.385
H 3.362 -1.102 5.366 0.457
H 5.783 -1.001 4.864 0.385
H 6.572 -0.054 2.738 0.393
H 7.077 0.905 0.772 0.411
H 7.360 1.871 -1.471 0.394
H 5.393 2.482 -2.828 0.448
H 3.110 2.137 -1.922 0.252

# 6
98
Properties=species:S:1:pos:R:3:mulliken_charge:R:1 method="wB97M-V/def2-TZVPD" s_squared=0.79 multiplicity=2 homo_energy_ev="0.59 / -0.55" charge=-2 de_lowest_kj_mol=113.3 gap_ev="2.93 / 4.06"
Yb 11.178 14.671 13.774 1.318
C 6.238 13.527 13.531 -1.818
C 7.643 13.818 13.059 0.419
N 8.645 13.839 13.870 0.696
N 8.678 13.109 15.060 -0.552
C 9.210 11.973 15.263 -0.109
S 10.262 11.222 13.881 -0.316
S 9.875 11.352 16.818 0.138
C 8.376 10.638 17.552 -1.323
C 8.599 9.156 17.699 0.730
C 8.027 8.244 16.774 -0.340
C 8.154 6.881 17.014 -0.494
C 8.801 6.392 18.156 -0.469
C 9.443 7.300 19.022 -0.465
C 9.372 8.653 18.794 -0.376
C 7.764 14.099 11.660 0.695
C 6.609 14.422 10.888 -1.106
C 6.670 14.929 9.595 -0.753
C 7.914 15.215 8.973 -0.808
C 9.048 15.021 9.733 -0.172
C 9.102 14.398 11.023 0.418
O 10.264 14.254 11.563 -0.537
H 6.283 13.572 14.643 0.391
H 5.813 12.538 13.225 0.279
H 5.512 14.191 13.130 0.516
H 7.576 10.770 16.822 0.383
H 8.208 11.135 18.456 0.560
H 7.660 8.559 15.792 0.304
H 7.794 6.153 16.270 0.298
H 8.805 5.330 18.316 0.392
H 9.981 6.908 19.919 0.286
H 9.829 9.426 19.392 0.395
H 5.614 14.213 11.253 0.222
H 5.762 15.039 8.978 0.284
H 8.001 15.518 7.947 0.436
H 9.999 15.428 9.419 0.245
Cl 11.941 21.109 8.848 -0.240
C 11.615 19.945 10.055 0.189
C 12.614 19.633 11.022 0.437
Cl 14.021 20.602 11.219 -0.228
C 12.494 18.557 11.898 0.133
Cl 13.713 17.989 12.968 -0.164
C 11.243 17.772 11.930 -0.821
O 11.149 16.691 12.578 -0.295
C 10.162 18.384 11.203 0.548
Cl 8.583 17.916 11.697 -0.209
C 10.316 19.335 10.178 0.034
Cl 9.005 19.831 9.217 -0.202
C 15.507 14.840 12.358 -0.902
S 14.161 13.579 11.914 0.432
C 13.316 14.346 10.443 -0.281
O 13.113 13.731 13.004 -0.364
H 16.460 14.416 12.190 0.415
H 15.323 15.080 13.430 0.197
H 15.398 15.732 11.668 0.264
H 13.687 15.341 10.349 0.325
H 12.233 14.330 10.660 -0.309
H 13.610 13.780 9.524 0.394
N 9.477 16.709 15.630 0.180
C 8.822 16.810 16.810 -0.174
C 9.763 16.568 17.818 -0.789
C 10.881 16.011 17.110 -0.443
N 10.654 16.038 15.793 -0.189
H 9.108 16.971 14.688 0.093
H 7.769 17.158 16.932 0.385
H 9.631 16.676 18.886 0.357
H 11.763 15.579 17.562 0.463
F 17.054 13.630 22.632 -0.287
C 17.393 13.534 21.309 0.842
F 18.194 12.417 21.204 -0.276
F 18.171 14.592 20.915 -0.269
C 16.133 13.458 20.514 0.030
C 16.164 13.858 19.180 -0.546
C 15.034 14.067 18.431 -0.375
C 13.767 13.652 18.887 0.431
C 13.663 13.488 20.254 -0.685
C 14.901 13.176 21.000 -0.455
C 12.927 13.374 17.796 -1.843
C 12.668 12.536 16.708 0.815
H 17.186 14.053 18.919 0.341
H 15.000 14.549 17.415 0.276
H 12.670 13.598 20.671 0.374
H 14.749 12.836 22.005 0.372
C 12.508 8.216 15.127 -1.122
Si 13.041 9.954 14.521 0.184
C 13.371 9.649 12.576 -1.039
C 14.742 10.407 15.404 -0.978
C 11.721 11.192 14.743 1.525
C 12.044 12.338 15.516 -0.792
H 13.328 7.583 14.858 0.343
H 11.552 7.870 14.637 0.218
H 12.420 8.227 16.227 0.281
H 13.979 10.547 12.319 0.143
H 12.461 9.567 12.020 0.317
H 13.974 8.765 12.492 0.366
H 15.324 9.506 15.637 0.362
H 14.550 10.851 16.400 0.248
H 15.392 11.095 14.796 0.201

# 7
16
Properties=species:S:1:pos:R:3:mulliken_charge:R:1 method="wB97M-V/def2-TZVPD" multiplicity=1 homo_energy_ev=-8.77 charge=0 de_lowest_kj_mol=4.0 gap_ev=9.93 smiles="CC1=CCCC1"
C -2.061 -0.768 0.283 -1.260
C -0.643 -0.360 0.029 0.546
C 0.105 -0.626 -1.045 -0.488
C 1.356 0.227 -1.060 -0.602
C 1.515 0.603 0.422 -0.630
C 0.069 0.611 0.952 -0.577
H -2.694 0.129 0.265 0.277
H -2.421 -1.451 -0.492 0.321
H -2.196 -1.246 1.260 0.305
H -0.184 -1.289 -1.860 0.377
H 2.251 -0.240 -1.475 0.363
H 1.152 1.124 -1.664 0.226
H 2.091 -0.185 0.925 0.265
H 2.041 1.548 0.585 0.305
H -0.391 1.609 0.869 0.264
H 0.010 0.314 2.005 0.308

# 8
18
Properties=species:S:1:pos:R:3:mulliken_charge:R:1 method="wB97M-V/def2-TZVPD" multiplicity=1 homo_energy_ev=-8.85 charge=0 de_lowest_kj_mol=182.9 gap_ev=9.60 smiles="CC(=O)O.CCN"
C 0.250 -0.311 -1.936 -0.183
C -0.319 -1.548 -2.696 -0.960
N 1.243 -0.706 -0.863 -0.482
H 0.794 0.535 -2.421 0.353
H -0.691 0.197 -1.489 0.090
H -1.413 -1.640 -2.558 0.291
H 0.227 -2.471 -2.340 0.282
H 1.530 -0.005 2.567 0.316
H 1.004 -1.310 -0.015 0.189
H 2.118 -0.716 -1.196 0.153
H -0.104 -1.515 -3.739 0.278
C -1.275 1.440 2.339 -0.895
C 0.192 1.485 2.414 0.689
O 0.683 0.223 2.968 -0.493
O 0.960 2.307 2.047 -0.488
H -1.699 0.381 2.342 0.284
H -1.743 1.774 1.385 0.285
H -1.757 1.880 3.190 0.291

For each record above, in turn, the calculated energy values are -5417.2959 -3641.7522 -340.8544 -797.5093 -5730.0228 -7272.4310 -234.6010 -364.1985 a.u..
For each record above, in turn, the calculated F_max values are 0.0926 0.0239 0.0845 0.1286 0.0309 0.0972 0.0055 0.1081 Eh/bohr.